(1)
Here is an isolated ion of composition C3H6NOS and charge -1 in a non-equilibrium geometry from the Open Molecules 2025 dataset. Energies are from wB97M-V/def2-TZVPD.

Last column: natural (NBO) charge in e.
Atoms and positions in Å:
N (0.59836, -0.35749, 1.36544)  -0.8723
C (0.37434, 0.38386, 0.15435)  -0.1903
C (1.19086, -0.11529, -0.97568)  0.4292
O (2.02221, 0.64032, -1.61732)  -0.5960
C (-1.13493, 0.26772, -0.22039)  -0.5497
S (-1.71988, -1.41218, -0.37837)  -0.6672
H (-0.00267, -0.12671, 2.16052)  0.3500
H (0.16967, -1.25943, 1.03738)  0.3837
H (0.61993, 1.45179, 0.27010)  0.1858
H (0.83924, -1.08128, -1.52315)  0.1611
H (-1.68793, 0.57768, 0.74797)  0.1886
H (-1.26920, 1.03102, -1.02086)  0.1770

Properties
HOMO ... -2.83 eV
Strongest force on any atom ... 5.36 eV/A
SMILES ... N[C@@H](C=O)C[S-]
Energy relative to the best compared isomer or geometry (same formula, charge and spin) ... 194.9 kJ/mol
Charge ... -1

***

(2)
Here is one molecule with the formula C3H6O from the Open Molecules 2025 dataset. Energies are from wB97M-V/def2-TZVPD.

Last column: natural (NBO) charge in e.
Atoms and positions in Å:
O (-1.47951, -0.01819, 1.48079)  -0.6566
C (-1.10610, -0.56433, 0.33846)  0.2554
C (1.16521, -0.16091, -0.49205)  -0.6011
C (-0.24900, 0.43607, -0.39638)  -0.5665
H (-1.99690, -0.68613, 1.95780)  0.4980
H (1.10678, -1.23213, -0.71647)  0.2194
H (1.75797, 0.31829, -1.27568)  0.2150
H (1.70327, -0.04909, 0.45377)  0.2066
H (-0.66709, 0.51829, -1.40810)  0.2301
H (-0.23464, 1.43813, 0.05787)  0.1998

Properties
HOMO ... -8.55 eV
Strongest force on any atom ... 0.48 eV/A
Energy relative to the best compared isomer or geometry (same formula, charge and spin) ... 241.4 kJ/mol
Charge ... 0

***

(3)
Here is one molecule with the formula C3H6O from the Open Molecules 2025 dataset. Energies are from wB97M-V/def2-TZVPD.

Last column: natural (NBO) charge in e.
Atoms and positions in Å:
C (1.31079, -0.21410, 0.00464)  -0.7182
C (0.04625, 0.61084, -0.00456)  0.5942
C (-1.29905, -0.11677, 0.01031)  -0.7311
O (0.10563, 1.81893, 0.00036)  -0.5398
H (1.31486, -0.87971, 0.86539)  0.2283
H (2.14471, 0.47571, 0.05173)  0.2359
H (1.38173, -0.84711, -0.89561)  0.2303
H (-1.90315, 0.24860, -0.85040)  0.2417
H (-1.85295, 0.11154, 0.92943)  0.2433
H (-1.24882, -1.20793, -0.11129)  0.2152

Properties
HOMO ... -9.70 eV
Strongest force on any atom ... 0.85 eV/A
SMILES ... CC(C)=O
Energy relative to the best compared isomer or geometry (same formula, charge and spin) ... 6.4 kJ/mol
Charge ... 0